No. 1
{
  "formula": "C2H3Cl2N",
  "method": "wB97M-V/def2-TZVPD",
  "fmax_ha_per_bohr": 0.156,
  "de_lowest_kj_mol": 92.7,
  "gap_ev": 10.6,
  "total_charge": 0,
  "smiles": "C/C(Cl)=N/Cl",
  "elements": ["C", "C", "Cl", "N", "Cl", "H", "H", "H"],
  "positions_angstrom": [[-1.0559, -0.0207, 0.0740], [0.3259, 0.1257, -0.0462], [1.0158, 1.6402, -0.5257], [1.1352, -0.9258, 0.1225], [2.8228, -0.7858, -0.0534], [-1.4223, 0.9402, -0.2430], [-1.5586, -0.7937, -0.5190], [-1.2630, -0.1802, 1.1907]]
}

---

No. 2
{
  "formula": "C2H3Cl2N",
  "method": "wB97M-V/def2-TZVPD",
  "fmax_ha_per_bohr": 0.145,
  "de_lowest_kj_mol": 380.3,
  "gap_ev": [8.4, 7.9],
  "total_charge": 0,
  "elements": ["C", "C", "N", "Cl", "Cl", "H", "H", "H"],
  "positions_angstrom": [[1.1689, -0.2893, 0.4319], [-1.2169, -0.2522, -0.6651], [1.3046, 0.9146, 0.5900], [-2.1803, -1.4888, -0.0976], [-1.5926, 1.2831, -0.0922], [1.5695, -1.1648, 0.5590], [-1.1902, -0.3882, -1.7770], [2.1371, 1.3854, 1.0509]]
}

---

No. 3
{
  "formula": "C2H3Cl2N",
  "method": "wB97M-V/def2-TZVPD",
  "fmax_ha_per_bohr": 0.082,
  "de_lowest_kj_mol": 533.9,
  "gap_ev": [10.1, 8.6],
  "total_charge": 0,
  "elements": ["C", "C", "N", "Cl", "Cl", "H", "H", "H"],
  "positions_angstrom": [[0.5275, 0.1566, 0.4637], [-0.8308, -0.0797, -0.0997], [0.3039, 0.0306, -0.8834], [-2.0165, 1.2848, 0.1342], [-1.6376, -1.6846, -0.0280], [0.7167, 1.1329, 0.9801], [2.4359, -1.3672, 1.0847], [0.5010, 0.5267, -1.6515]]
}

---

No. 4
{
  "formula": "C2H3Cl2N4",
  "method": "wB97M-V/def2-TZVPD",
  "fmax_ha_per_bohr": 0.062,
  "de_lowest_kj_mol": 191.3,
  "gap_ev": [8.0, 8.0],
  "total_charge": 1,
  "smiles": "[H]/N=C(\\N)N=[N+]=C(Cl)Cl",
  "elements": ["H", "N", "C", "N", "N", "N", "C", "Cl", "Cl", "H", "H"],
  "positions_angstrom": [[0.9901, -2.0442, -0.0771], [0.4910, -1.5788, -0.9210], [0.0012, -0.4003, -0.8618], [-0.1451, 0.5389, 0.1169], [-0.1473, 0.0488, -2.1694], [-0.6529, -0.4861, -3.0898], [-1.0300, -1.5464, -3.7044], [-0.0018, -2.8305, -3.7691], [-2.5362, -1.6078, -4.4971], [-0.5997, 1.4381, 0.0822], [0.3814, 0.6607, 1.0011]]
}

---

No. 5
{
  "formula": "C2H3Cl2NO2",
  "method": "wB97M-V/def2-TZVPD",
  "fmax_ha_per_bohr": 0.103,
  "de_lowest_kj_mol": 275.1,
  "gap_ev": [8.7, 8.7],
  "total_charge": 0,
  "elements": ["C", "C", "N", "O", "O", "Cl", "Cl", "H", "H", "H"],
  "positions_angstrom": [[-0.0986, 1.6927, -1.4558], [0.9077, -1.1743, 1.0829], [-0.5495, -0.9578, 0.6890], [0.5088, 2.6304, -1.7217], [-0.7406, 0.7481, -1.3217], [1.7498, -1.4768, -0.3700], [0.9244, 1.2799, 1.1832], [-0.7828, -0.6171, -0.2887], [-1.1219, -1.8037, 0.8757], [-0.7974, -0.3214, 1.3270]]
}

---

No. 6
{
  "formula": "C2H3Cl2NS",
  "method": "wB97M-V/def2-TZVPD",
  "fmax_ha_per_bohr": 0.087,
  "de_lowest_kj_mol": 439.0,
  "gap_ev": 8.5,
  "total_charge": 0,
  "elements": ["C", "C", "N", "S", "Cl", "Cl", "H", "H", "H"],
  "positions_angstrom": [[-0.2277, 1.5519, -0.2255], [-0.2122, -1.2972, 0.8254], [-0.7384, -1.8844, -0.1103], [1.3554, 1.9940, -0.3842], [-0.9777, 1.4903, -1.7582], [-0.3863, -1.7446, -1.7866], [1.5035, 1.9889, 0.9596], [-0.6945, -1.6482, 1.8307], [0.3778, -0.4507, 0.6490]]
}